[1]
C4H5NO2S | ωB97M-V/def2-TZVPD

```
! RIJCOSX wB97M-V def2-TZVPD def2/J DEFGRID3
* xyz 0 1
H -2.95816 -2.07302 -0.18201
C 0.43528 0.43437 -0.16678
H -1.94562 0.91690 -0.06322
C -2.85038 -0.94991 0.18390
H 2.53541 1.77887 -0.07910
C 1.89810 -0.19732 0.02503
N 2.83935 0.79847 0.14986
S 2.08083 -1.78367 -0.02470
O -0.48142 -0.51805 -0.17687
H 3.71289 0.52491 0.06534
O 0.22874 1.65678 -0.04201
C -1.71661 -0.13232 -0.06510
H -3.77841 -0.45603 0.37568
*
```

Properties
- SMILES = C=COC(=O)C(N)=S
- max |F| (eV/A) = 7.67
- E (eV) = -20647.35934
- energy above the lowest of the compared OMol25 structures with the same formula, charge and spin (eV) = 2.820
- HOMO level (eV) = -8.97

---

[2]
C20H31Cl2N4O3Pb | ωB97M-V/def2-TZVPD

```
! RIJCOSX wB97M-V def2-TZVPD def2/J DEFGRID3
* xyz -1 1
C 5.95291 -1.14039 -1.40719
H 0.30407 -4.67632 -1.24450
H -1.15602 -5.01988 -2.24084
C -3.87917 -2.63735 2.70766
H 7.11877 2.11295 -1.53910
C -2.79494 3.89944 -2.36022
H -4.41089 -3.32633 3.34347
H 4.79911 2.52499 -0.64390
H -3.51925 3.81437 -3.18779
H -4.61013 3.40359 0.46820
C 6.82307 -0.05646 -1.61930
H -1.79231 2.25062 4.32466
C -4.39540 3.93349 -0.46261
N -2.23610 -1.35388 1.80854
H 7.84240 -0.24997 -1.99184
H 1.46899 -2.22215 -2.12360
Cl 0.75074 -3.29851 0.54454
N -0.45568 -3.05340 -2.38641
C 4.68817 -0.87545 -0.88629
H 0.29926 -1.20528 -3.03195
N -3.39073 -1.18542 1.14129
O -1.94209 -1.36564 -1.92530
C 2.96760 0.64675 0.16877
H -3.45746 -0.45564 0.42503
C -4.41968 -1.93385 1.63024
C -0.37672 1.43827 2.79814
C -1.63933 -2.58111 -1.96041
O -3.53660 1.38430 0.14296
H -1.85279 3.40688 -2.62564
C -3.01086 2.00137 -0.81504
H 2.15066 -0.18867 3.08844
H -5.40798 -1.90687 1.18091
C -0.19100 -4.47941 -2.22507
C 4.30164 0.45330 -0.46912
H -5.30259 3.96755 -1.07976
H -2.21670 1.55938 -1.41972
H -2.63112 4.96098 -2.14768
H 2.69711 1.62361 0.58673
C 0.64877 -2.21919 -2.85487
C 2.14938 0.91377 3.16852
H -0.29140 1.59249 4.98045
H 1.03432 -2.65322 -3.78156
C -2.53994 -2.25944 2.76829
O 2.16194 -0.32122 0.13350
H -1.57125 0.50536 4.42187
H 6.24447 -2.15635 -1.71471
C 0.92880 1.48758 2.61519
H 2.22049 1.18459 4.24686
C 6.46103 1.25645 -1.31479
H -1.14431 1.43518 1.99590
H 3.95942 -1.69061 -0.83097
H -1.78916 -2.61518 3.45587
N -3.31624 3.25841 -1.15811
H -2.41211 -3.33804 -1.68205
Cl 0.25505 1.78382 -1.59766
H -4.10230 4.96423 -0.25102
H 3.05094 1.29849 2.66976
H 0.46324 -4.82021 -3.04067
C -1.04771 1.44871 4.20531
Pb -0.08118 -0.73849 -0.21271
C 5.17877 1.51300 -0.78872
*
```

Properties
- max |F| (eV/A) = 3.85
- E (eV) = -63637.22080
- HOMO level (alpha / beta) (eV) = -1.68 / -1.15

---

[3]
C38H36BF3O4 | ωB97M-V/def2-TZVPD

```
! RIJCOSX wB97M-V def2-TZVPD def2/J DEFGRID3
* xyz 0 1
B -1.84513 2.09849 3.34140
H 6.07602 -2.87781 -0.62708
C -2.91528 0.18649 3.87838
C -3.09947 5.62810 3.21685
C -3.12231 5.50157 4.58116
H -2.32009 -4.67036 -1.72561
H 2.55927 1.85134 5.22112
C 1.25897 -1.56985 -0.05962
H -4.25364 -1.07618 1.53983
C 4.07395 2.59462 3.07617
H -2.33222 -1.84529 3.39222
C -2.14369 -4.52774 -0.66238
C 0.67407 -3.66622 5.47697
H 0.29170 -1.25857 -0.43931
H -0.54586 -3.08315 -0.97640
C 0.07331 -3.18514 3.20020
F 4.54059 3.84571 2.76171
H -4.84184 2.09077 3.36510
C 2.57173 2.58020 3.19345
H 0.09012 1.67742 5.31874
C -3.49859 6.69470 2.31643
C -2.60792 4.20351 4.88005
C 1.96771 2.13244 4.35995
H -3.79726 0.19875 0.38077
O -2.28981 1.31222 4.46933
C 2.63855 -2.54639 1.68420
H 6.39278 -1.27607 0.13584
O -2.39644 1.66006 2.07972
H -0.51005 -5.17122 6.49657
H -3.57510 -0.58448 5.77468
C -4.01560 -0.31307 4.80511
C -1.16881 -3.60384 -0.25838
C -0.19959 2.37311 3.30364
H -2.53044 -0.80298 1.11901
O -2.60818 4.47402 2.67859
H 2.35603 -0.74068 -1.73938
H -1.31916 -1.05214 4.62224
H 4.77310 -2.45557 1.40183
H -3.14224 -5.75020 2.38472
C 2.39127 -1.23379 -0.77186
H -3.63488 -5.98217 -0.07671
C 0.56750 2.02735 4.40414
H -4.77845 0.45634 4.97039
F 4.69057 2.20266 4.22719
C -1.04436 -4.07853 3.34400
C -0.36160 -4.61388 5.57432
H -3.85719 7.54948 2.89156
C 1.80909 2.99914 2.10819
H -2.49483 3.78294 5.87607
H 1.33110 -3.50938 6.33098
H -2.65274 7.02887 1.70500
C -1.86989 -0.89417 3.68848
F 4.51439 1.74862 2.08415
C -3.40803 0.72532 2.42853
H -2.04684 -5.55107 4.53093
C -2.29544 3.60310 3.68639
C -0.94953 -3.40860 1.10646
C -2.62585 -5.14623 1.63880
C -1.23266 -4.82567 4.49933
H 2.28800 3.39937 1.22100
H 1.68938 -2.19696 4.22766
C 0.15655 -2.78336 1.80929
C 1.34680 -2.29037 1.15869
H -0.18863 3.22423 1.32543
C 0.89212 -2.93657 4.30319
H -3.46764 6.23933 5.29654
H -1.14251 -0.59191 2.91995
H 6.63847 -1.49836 -1.63134
C -2.87033 -5.28380 0.26819
H -5.57436 0.65234 2.59669
C -3.49451 -0.31271 1.30748
H 2.73915 -3.04287 2.64502
C 3.67006 -1.59806 -0.28272
H -4.49675 -1.20756 4.38474
C -4.77320 1.40446 2.51044
C 0.41273 2.89015 2.17131
H -4.95509 1.97144 1.58966
C 6.03835 -1.78820 -0.76791
O 4.71096 -1.33774 -1.11237
H -4.31543 6.35219 1.66900
C 3.78900 -2.21671 0.98699
C -1.69078 -4.20642 2.05072
*
```

Properties
- max |F| (eV/A) = 3.74
- E (eV) = -57008.36123
- energy above the lowest of the compared OMol25 structures with the same formula, charge and spin (eV) = 1.588
- HOMO level (eV) = -5.79

---

[4]
C3H10N3 | ωB97M-V/def2-TZVPD

```
! RIJCOSX wB97M-V def2-TZVPD def2/J DEFGRID3
* xyz 1 1
H 1.57852 -1.60796 -1.40332
N 1.49957 -0.52389 -1.33720
H 0.58560 1.77030 0.71839
H 1.82827 -0.03891 0.73220
N -1.06734 1.07481 -0.36517
C -1.48917 0.14689 0.75889
H -1.51936 0.75870 1.64139
H 0.52271 -0.40384 -1.81203
H -1.54938 1.96851 -0.18008
C -0.57391 -0.99198 0.73083
H -0.22402 -1.26499 1.73951
H 2.30674 0.12879 -1.69286
H -0.73068 -1.78325 0.03530
N 0.34504 1.16480 -0.11007
C 0.94877 -0.06995 0.02401
H -2.46138 -0.32805 0.52019
*
```

Properties
- max |F| (eV/A) = 4.87
- E (eV) = -7733.99528
- energy above the lowest of the compared OMol25 structures with the same formula, charge and spin (eV) = 4.269
- HOMO level (eV) = -13.30